{"formula": "C37H87AsF8N6O13S2V", "method": "the ωB97M-V functional and the def2-TZVPD basis", "elements": ["O", "V", "O", "As", "F", "F", "F", "F", "F", "F", "N", "S", "O", "O", "F", "S", "O", "O", "F", "C", "C", "C", "C", "C", "C", "N", "O", "C", "C", "C", "H", "H", "H", "H", "H", "H", "H", "H", "H", "H", "H", "H", "H", "H", "H", "H", "H", "H", "H", "C", "C", "C", "C", "C", "C", "N", "O", "C", "C", "C", "H", "H", "H", "H", "H", "H", "H", "H", "H", "H", "H", "H", "H", "H", "H", "H", "H", "H", "H", "C", "C", "C", "C", "C", "C", "N", "O", "C", "C", "C", "H", "H", "H", "H", "H", "H", "H", "H", "H", "H", "H", "H", "H", "H", "H", "H", "H", "H", "H", "C", "O", "H", "H", "H", "H", "C", "O", "H", "H", "H", "H", "C", "C", "C", "O", "C", "N", "H", "H", "H", "H", "H", "H", "H", "H", "H", "H", "H", "C", "C", "C", "O", "C", "N", "H", "H", "H", "H", "H", "H", "H", "H", "H", "H", "H"], "coordinates": [[-3.382, 0.729, 0.344], [-2.502, 1.367, 1.548], [-2.719, 0.376, 2.750], [2.608, 3.331, 4.913], [4.367, 3.785, 5.139], [3.283, 2.009, 3.981], [0.885, 2.833, 4.707], [2.056, 4.751, 5.879], [2.506, 4.367, 3.440], [2.792, 2.297, 6.389], [-0.574, 0.896, 0.653], [0.101, 1.082, -0.737], [0.614, -0.074, -1.457], [0.705, 2.364, -1.039], [-1.340, 1.287, -1.476], [0.817, 0.050, 1.254], [1.998, 0.835, 1.586], [0.951, -1.351, 0.889], [0.160, -0.109, 2.708], [-2.017, -2.902, 0.120], [-2.096, -3.614, -1.233], [-3.494, -3.252, -1.860], [-3.627, -3.612, -3.385], [-2.525, -2.863, -4.115], [-1.042, -2.982, -3.570], [-1.028, -2.991, -2.111], [0.197, -2.977, -1.476], [-0.426, -4.276, -4.193], [-0.368, -1.709, -4.108], [-1.847, -5.179, -1.092], [-1.975, -1.834, -0.095], [-1.108, -3.204, 0.640], [-2.886, -3.146, 0.730], [-4.317, -3.704, -1.307], [-3.688, -2.186, -1.742], [-4.597, -3.295, -3.768], [-3.492, -4.692, -3.442], [-2.926, -1.853, -4.024], [-2.551, -3.140, -5.169], [-1.150, -5.088, -4.121], [-0.152, -4.206, -5.246], [0.483, -4.495, -3.633], [0.615, -1.530, -3.673], [-0.308, -1.748, -5.196], [-0.978, -0.868, -3.779], [-2.556, -5.710, -0.457], [-0.861, -5.321, -0.651], [-1.762, -5.582, -2.101], [0.205, -2.186, -0.933], [-1.295, -3.746, 3.461], [-1.620, -3.763, 5.025], [-0.369, -4.408, 5.752], [-0.228, -4.249, 7.244], [-0.352, -2.759, 7.503], [-1.569, -1.963, 6.844], [-1.670, -2.340, 5.424], [-2.700, -1.694, 4.790], [-2.899, -2.257, 7.629], [-1.204, -0.448, 7.020], [-2.880, -4.520, 5.251], [-0.352, -3.232, 3.279], [-2.108, -3.319, 2.874], [-1.130, -4.771, 3.129], [-0.377, -5.475, 5.529], [0.527, -3.984, 5.298], [0.716, -4.650, 7.612], [-1.038, -4.750, 7.773], [0.613, -2.337, 7.219], [-0.360, -2.519, 8.566], [-2.664, -3.226, 8.071], [-3.194, -1.438, 8.285], [-3.740, -2.413, 6.953], [-0.204, -0.245, 6.636], [-1.905, 0.175, 6.466], [-1.202, -0.174, 8.075], [-2.973, -4.660, 6.328], [-2.844, -5.518, 4.812], [-3.750, -4.013, 4.835], [-2.258, -1.247, 4.064], [-1.806, 4.612, -6.121], [-1.060, 3.228, -5.880], [-1.445, 2.296, -7.020], [-0.581, 1.021, -7.191], [0.939, 1.451, -7.289], [1.386, 2.483, -6.207], [0.376, 3.562, -6.008], [0.810, 4.669, -5.217], [1.608, 1.681, -4.916], [2.723, 3.048, -6.593], [-1.576, 2.625, -4.559], [-1.452, 5.191, -6.974], [-1.634, 5.255, -5.258], [-2.875, 4.419, -6.203], [-2.505, 2.050, -6.951], [-1.426, 2.889, -7.933], [-0.923, 0.504, -8.088], [-0.639, 0.286, -6.389], [1.008, 1.945, -8.258], [1.507, 0.521, -7.319], [2.466, 1.029, -5.077], [1.871, 2.227, -4.010], [0.822, 0.996, -4.597], [2.665, 3.746, -7.428], [3.270, 3.611, -5.837], [3.368, 2.245, -6.947], [-1.750, 1.550, -4.527], [-2.560, 3.026, -4.312], [-0.979, 2.945, -3.705], [0.791, 4.397, -4.297], [2.696, -1.241, 4.722], [3.167, -1.699, 3.485], [3.329, -1.694, 5.484], [2.894, -0.181, 4.885], [1.638, -1.475, 4.838], [3.138, -2.654, 3.577], [2.337, 5.115, -2.243], [0.996, 4.710, -2.424], [2.233, 5.585, -1.265], [2.990, 4.243, -2.240], [2.578, 5.824, -3.035], [0.890, 3.868, -1.976], [-0.619, 5.305, 2.943], [-1.534, 4.307, 2.247], [-1.732, 4.454, 0.728], [-2.501, 3.301, 0.289], [-3.079, 3.547, -1.008], [-1.138, 2.952, 2.694], [-0.392, 5.051, 3.978], [-0.911, 6.342, 2.778], [0.303, 5.151, 2.381], [-2.463, 4.533, 2.769], [-0.741, 4.392, 0.277], [-2.202, 5.410, 0.498], [-2.350, 3.965, -1.702], [-3.753, 4.377, -0.796], [-3.594, 2.703, -1.465], [-0.686, 2.988, 3.597], [-0.410, 2.661, 2.058], [6.289, -1.284, 0.755], [5.310, -0.075, 0.637], [4.179, -0.533, -0.337], [4.700, -0.743, -1.642], [3.710, -1.110, -2.571], [4.915, 0.225, 1.996], [7.020, -1.193, 1.558], [6.719, -1.403, -0.239], [5.622, -2.103, 1.026], [5.947, 0.703, 0.215], [3.485, 0.302, -0.428], [3.668, -1.403, 0.076], [3.023, -1.908, -2.288], [4.102, -1.424, -3.538], [3.117, -0.235, -2.838], [4.655, -0.627, 2.472], [4.035, 0.718, 1.954]], "homo_lumo_gap_ev": 5.73, "homo_energy_ev": -6.04, "total_charge": -1}

---

{"formula": "C37H88F3N3O6Zr", "method": "the ωB97M-V functional and the def2-TZVPD basis", "elements": ["Zr", "C", "O", "O", "C", "F", "F", "F", "C", "C", "H", "H", "H", "H", "H", "H", "C", "C", "C", "O", "H", "H", "H", "H", "H", "H", "H", "C", "C", "C", "C", "C", "C", "H", "H", "H", "H", "H", "H", "H", "H", "H", "H", "H", "H", "H", "H", "C", "C", "C", "C", "C", "C", "H", "H", "H", "H", "H", "H", "H", "H", "H", "H", "H", "H", "H", "H", "C", "C", "C", "C", "C", "C", "H", "H", "H", "H", "H", "H", "H", "H", "H", "H", "H", "H", "H", "H", "C", "C", "C", "O", "C", "N", "H", "H", "H", "H", "H", "H", "H", "H", "H", "H", "H", "C", "C", "C", "O", "C", "N", "H", "H", "H", "H", "H", "H", "H", "H", "H", "H", "H", "C", "C", "C", "O", "C", "N", "H", "H", "H", "H", "H", "H", "H", "H", "H", "H", "H"], "coordinates": [[-1.629, 4.393, -5.562], [-6.310, 5.288, -1.181], [-5.980, 6.606, -0.949], [-5.515, 4.922, -2.276], [-6.290, 4.530, 0.143], [-7.351, 4.759, 0.883], [-6.245, 3.208, -0.059], [-5.236, 4.723, 0.951], [-7.054, 7.577, -0.650], [-6.387, 8.831, -0.105], [-6.038, 8.712, 0.921], [-5.611, 9.335, -0.681], [-7.135, 9.600, 0.087], [-7.726, 7.257, 0.146], [-7.678, 7.743, -1.529], [-7.353, 5.250, -1.495], [2.433, 0.423, -0.937], [0.994, 0.207, -1.451], [0.011, -0.133, -0.301], [0.516, 1.219, -2.316], [3.171, 0.642, -1.709], [2.784, -0.419, -0.341], [2.384, 1.294, -0.284], [0.955, -0.728, -2.010], [-0.176, 0.682, 0.399], [0.467, -0.927, 0.290], [-0.951, -0.456, -0.697], [-2.222, -9.175, 3.291], [-3.394, -8.214, 3.236], [-3.582, -7.481, 1.838], [-4.742, -6.458, 1.849], [-6.184, -6.965, 2.160], [-7.302, -5.828, 1.997], [-1.270, -8.650, 3.363], [-2.217, -9.958, 2.533], [-2.158, -9.696, 4.246], [-4.301, -8.736, 3.541], [-3.152, -7.428, 3.950], [-3.564, -8.131, 0.964], [-2.680, -6.887, 1.692], [-4.432, -5.640, 2.499], [-4.922, -5.974, 0.889], [-6.465, -7.706, 1.411], [-6.267, -7.449, 3.133], [-8.241, -6.208, 2.398], [-7.068, -5.013, 2.682], [-7.413, -5.501, 0.963], [-2.038, 6.696, 6.538], [-0.863, 6.103, 7.348], [-0.062, 5.267, 6.385], [1.109, 4.654, 7.093], [2.078, 3.993, 6.132], [3.392, 3.364, 6.747], [-2.661, 7.246, 7.244], [-2.712, 5.980, 6.068], [-1.616, 7.438, 5.861], [-0.253, 6.928, 7.715], [-1.139, 5.589, 8.269], [0.241, 5.968, 5.608], [-0.783, 4.549, 5.995], [1.707, 5.374, 7.651], [0.707, 3.920, 7.792], [1.510, 3.262, 5.556], [2.354, 4.760, 5.409], [4.111, 3.090, 5.975], [3.936, 4.041, 7.406], [3.108, 2.546, 7.409], [7.117, -5.326, 4.840], [6.669, -4.263, 3.743], [5.575, -4.732, 2.848], [4.247, -4.891, 3.649], [3.739, -3.738, 4.548], [2.230, -3.965, 5.039], [7.037, -6.360, 4.504], [6.350, -5.337, 5.615], [8.132, -5.099, 5.164], [6.346, -3.330, 4.205], [7.459, -3.850, 3.117], [5.859, -5.655, 2.342], [5.399, -4.066, 2.003], [3.527, -5.091, 2.855], [4.286, -5.707, 4.371], [4.280, -3.563, 5.478], [3.754, -2.803, 3.988], [1.915, -3.083, 5.597], [1.547, -4.204, 4.224], [2.241, -4.867, 5.650], [-1.256, -4.953, -5.569], [-2.140, -3.994, -6.399], [-3.350, -3.576, -5.522], [-4.199, -2.568, -6.197], [-5.357, -2.275, -5.307], [-1.247, -2.864, -6.680], [-0.912, -4.495, -4.642], [-0.339, -5.287, -6.053], [-1.918, -5.759, -5.252], [-2.598, -4.361, -7.318], [-3.048, -3.286, -4.516], [-3.989, -4.456, -5.442], [-5.140, -1.778, -4.361], [-5.724, -3.244, -4.970], [-6.101, -1.742, -5.899], [-0.730, -2.604, -5.852], [-0.554, -3.217, -7.324], [6.967, -4.343, -10.054], [5.934, -4.298, -8.956], [6.228, -3.497, -7.661], [7.092, -4.236, -6.764], [7.650, -3.399, -5.740], [4.674, -3.746, -9.586], [6.729, -5.070, -10.830], [7.897, -4.750, -9.657], [7.176, -3.360, -10.477], [5.791, -5.329, -8.633], [5.349, -3.244, -7.068], [6.728, -2.590, -8.002], [8.125, -4.072, -5.026], [6.876, -2.864, -5.189], [8.438, -2.747, -6.117], [4.746, -2.739, -9.537], [4.627, -3.984, -10.566], [1.820, 8.201, -1.390], [0.453, 7.907, -0.808], [-0.051, 9.050, 0.174], [0.057, 10.303, -0.451], [-0.086, 11.391, 0.448], [-0.510, 7.939, -1.947], [2.461, 8.053, -0.521], [2.026, 9.175, -1.832], [2.121, 7.501, -2.169], [0.396, 6.906, -0.381], [0.654, 9.012, 1.004], [-1.052, 8.852, 0.558], [0.177, 12.286, -0.115], [0.555, 11.300, 1.324], [-1.099, 11.594, 0.794], [-0.354, 8.927, -2.085], [-1.308, 8.050, -1.338]], "homo_lumo_gap_ev": 1.33, "homo_energy_ev": -12.09, "total_charge": 2}

---

Q: What is the formula in the first record?
A: C37H87AsF8N6O13S2V